1.
ORCA calculation (ωB97M-V/def2-TZVPD) on 10 unconnected molecules or ions with the total composition C40H50N10 at a distorted geometry.

Frontier orbital gap ... 8.7 eV
Relative energy (zero: lowest compared OMol25 entry of this formula, charge and spin) ... 1362.4 kJ/mol
E_tot ... -57176.12347 eV
Highest occupied orbital energy ... -8.22 eV

Last column: Mulliken charge in e.
Positions of all 100 atoms, in Å:
C: 1.39027 -0.21896 0.44316  0.76
C: 0.97027 -0.72896 -1.07184  -0.19
C: -0.24273 -1.07896 -0.81084  -0.92
N: -0.72773 -0.87396 0.50016  1.23
C: 0.34827 -0.44996 1.24216  -1.37
H: 2.43927 0.14104 0.70516  0.21
H: 1.35727 -0.59496 -2.02184  0.56
H: -1.01973 -1.41996 -1.40084  0.33
H: -1.76773 -1.02996 0.92616  -0.42
H: 0.12627 -0.17296 2.39416  -0.15
C: 5.55227 0.26504 -0.54684  -0.27
C: 5.28527 -1.01196 -1.35984  -0.56
C: 6.48327 -1.47696 -1.75684  -0.51
N: 7.41527 -0.79096 -1.12584  -0.06
C: 6.93827 0.39404 -0.48084  -0.79
H: 4.82927 0.87404 -0.16184  0.62
H: 4.45527 -1.42496 -1.74884  0.65
H: 6.68527 -2.41996 -2.32384  0.34
H: 8.48727 -1.09996 -1.11084  0.28
H: 7.70427 0.94804 0.09716  0.33
C: 2.35627 -0.48596 5.38216  -0.83
C: 0.86927 -0.52996 5.51216  -0.14
C: 0.38627 -1.44396 4.69516  -0.37
N: 1.48427 -2.02196 4.14716  0.21
C: 2.70227 -1.51496 4.62716  -0.50
H: 3.00727 0.05504 6.05016  0.54
H: 0.00327 0.20104 5.99816  0.23
H: -0.67673 -1.74296 4.57016  0.33
H: 1.49327 -2.46996 3.32716  0.44
H: 3.63327 -2.11596 4.53216  0.37
C: -3.05573 3.15204 0.55216  -0.85
C: -2.05473 2.43804 -0.39584  -0.03
C: -2.46973 2.64504 -1.66384  -0.86
N: -3.75073 3.32504 -1.47784  -0.12
C: -3.98173 3.85304 -0.17184  -0.54
H: -3.27373 3.30804 1.60516  0.51
H: -1.25873 1.97604 -0.23684  1.16
H: -2.11073 2.36904 -2.72884  0.24
H: -4.14973 3.67204 -2.36384  0.25
H: -4.97573 4.37604 0.07116  0.31
C: 0.79727 -5.33096 2.81816  -0.61
C: 2.18727 -4.97896 2.55916  -0.28
C: 2.28827 -3.97796 1.76416  -0.78
N: 1.04827 -3.53496 1.65816  -0.26
C: 0.07727 -4.28396 2.33016  -0.48
H: 0.30727 -6.19996 3.34416  0.36
H: 3.08727 -5.67896 2.84416  0.25
H: 3.08627 -3.38096 1.41816  0.62
H: 0.77727 -2.80396 1.13016  0.42
H: -0.95573 -4.13496 2.16416  0.54
C: -0.86473 -0.25296 -4.38184  0.25
C: -2.19873 -0.02296 -5.19284  -0.54
C: -2.00473 0.95304 -6.10884  -0.60
N: -0.68373 1.44604 -5.84884  -0.03
C: 0.04527 0.72304 -4.86484  -0.96
H: -0.46873 -0.96296 -3.67484  0.48
H: -3.00273 -0.84596 -5.31584  0.31
H: -2.66573 1.52504 -6.86284  0.31
H: -0.28673 2.27604 -6.39284  0.26
H: 1.10427 0.91204 -4.65484  0.49
C: -3.45873 -2.55196 -2.63084  -0.26
C: -4.39673 -3.46496 -1.99984  -0.59
C: -5.51473 -2.80296 -1.80284  -0.97
N: -5.46573 -1.51896 -2.14384  -0.15
C: -4.16973 -1.31596 -2.68984  -1.27
H: -2.55873 -2.81996 -3.04184  0.73
H: -3.92773 -4.32096 -1.74584  0.53
H: -6.34673 -3.30996 -1.57384  0.49
H: -6.27173 -0.81196 -1.97784  0.32
H: -3.77773 -0.51396 -2.92584  1.38
C: 1.78727 3.39304 -3.15384  -0.74
C: 3.23327 3.52104 -2.53084  -1.01
C: 3.07927 3.25904 -1.17384  -0.36
N: 1.66527 2.94404 -1.01284  0.58
C: 0.93227 3.13804 -2.17184  -0.46
H: 1.58227 3.44104 -4.21584  0.52
H: 4.21927 3.63804 -2.85884  0.48
H: 3.54427 3.28504 -0.31684  0.49
H: 1.35227 2.65404 -0.18484  0.10
H: -0.05473 3.17704 -2.04884  0.39
C: 0.53427 2.88604 3.25616  -0.65
C: 2.02027 2.67904 3.12816  -0.18
C: 2.47827 3.58004 2.24916  -0.80
N: 1.28027 4.25604 1.68716  -0.06
C: 0.05827 3.76504 2.27516  -0.49
H: -0.01373 2.22904 3.88616  0.54
H: 2.61327 2.10204 3.81116  0.54
H: 3.48627 3.79704 1.73616  0.36
H: 1.47327 5.00804 1.08216  0.22
H: -0.89273 4.26504 2.04216  0.53
C: -4.04473 -1.58496 2.70116  -0.73
C: -4.04173 -0.13996 2.28916  -0.51
C: -4.00573 -0.20096 0.94716  -0.78
N: -4.25873 -1.50896 0.53516  -0.27
C: -4.17973 -2.37896 1.67416  -0.53
H: -4.04873 -2.02396 3.70516  0.40
H: -3.89673 0.64304 2.85916  0.74
H: -3.93973 0.55404 0.17716  0.36
H: -4.41273 -1.77296 -0.59984  0.54
H: -4.22273 -3.49096 1.60816  0.42

***

2.
ORCA calculation (ωB97M-V/def2-TZVPD) on a molecular structure, C40H51AsN2P2PtSSi3Te.

Frontier orbital gap ... 7.0 eV
Net charge ... +2
Relative energy (zero: lowest compared OMol25 entry of this formula, charge and spin) ... 0.0 kJ/mol
E_tot ... -169703.47218 eV
Highest occupied orbital energy ... -13.08 eV

Last column: Mulliken charge in e.
Positions of all 102 atoms, in Å:
Pt: 0.49019 0.49503 0.69120  2.63
Te: -3.31163 0.79214 1.81779  0.46
C: -4.62242 0.45684 0.19152  0.16
C: -5.13331 -0.80622 -0.08064  -0.01
C: -5.97729 -0.95571 -1.17354  -0.39
N: -6.33523 0.04864 -1.96960  -0.59
C: -5.87185 1.25892 -1.67681  -0.48
C: -5.01326 1.51756 -0.61336  -0.33
C: -1.61944 -0.17128 0.88534  -2.15
P: -1.12123 0.27410 -0.74276  -0.02
C: -1.80505 1.73811 -1.47390  1.90
C: -2.31323 1.70796 -2.77255  -0.35
C: -2.79091 2.87818 -3.34260  -0.91
C: -2.76478 4.06329 -2.62115  -0.70
C: -2.24594 4.09438 -1.32970  -1.02
C: -1.75626 2.93651 -0.75631  -0.85
C: -1.05143 -1.06874 -1.91555  0.57
C: 0.18042 -1.57189 -2.32608  0.07
C: 0.22379 -2.61818 -3.23416  -0.79
C: -0.95873 -3.15089 -3.73300  -1.07
C: -2.18816 -2.64999 -3.32024  -0.54
C: -2.24098 -1.61065 -2.40605  0.02
P: -1.28858 -1.73559 1.59758  1.75
C: -2.41780 -3.06740 1.23335  0.77
C: -2.22818 -3.84308 0.08856  -0.52
C: -3.15207 -4.82371 -0.23323  -0.86
C: -4.25918 -5.03024 0.57970  -0.72
C: -4.44848 -4.26002 1.72042  -0.66
C: -3.53274 -3.27390 2.04951  -0.66
C: -1.11775 -1.57839 3.36396  0.76
C: -0.75142 -0.36554 3.94932  -0.56
C: -0.50793 -0.30310 5.30955  -1.04
C: -0.61671 -1.45078 6.08665  -0.67
C: -0.95933 -2.66197 5.50425  -0.90
C: -1.20950 -2.73238 4.14149  -0.62
H: -4.89381 -1.66136 0.53448  0.33
H: -6.38820 -1.93035 -1.41501  0.42
H: -6.19478 2.06735 -2.32367  0.43
H: -4.66206 2.52547 -0.43467  0.53
H: -2.33261 0.78805 -3.34051  0.45
H: -3.18336 2.86200 -4.35034  0.50
H: -3.14060 4.97345 -3.07011  0.49
H: -2.21357 5.02523 -0.77939  0.50
H: -1.32255 2.95631 0.23593  0.18
H: 1.09267 -1.15946 -1.91338  -0.03
H: 1.17745 -3.01733 -3.55419  0.54
H: -0.92257 -3.96227 -4.44807  0.44
H: -3.10636 -3.06956 -3.70970  0.55
H: -3.19962 -1.22610 -2.07642  0.29
H: -1.36217 -3.69009 -0.54534  0.39
H: -3.00415 -5.43318 -1.11472  0.53
H: -4.97302 -5.80383 0.32911  0.46
H: -5.30534 -4.43158 2.35801  0.47
H: -3.68369 -2.67434 2.93902  0.39
H: -0.65752 0.53366 3.35019  0.21
H: -0.23568 0.63931 5.76549  0.50
H: -0.43235 -1.39944 7.15145  0.45
H: -1.03750 -3.55445 6.10998  0.46
H: -1.47842 -3.68151 3.69491  0.49
S: 1.77251 -4.35920 1.80006  -0.23
C: 0.86935 -3.18364 1.38346  0.62
N: 0.20157 -2.22627 1.02577  -0.43
C: 1.98544 4.20500 1.19034  -0.73
Si: 3.05093 2.74826 1.66203  0.03
C: 2.38288 1.93583 3.21209  -0.61
C: 4.84921 3.18411 1.82989  -0.97
As: 2.70088 1.13749 -0.05655  -0.08
Si: 4.35616 -0.57067 0.02393  0.26
C: 3.68208 -2.01172 -0.95331  -0.58
C: 4.63552 -1.06155 1.80296  -0.94
C: 5.91383 0.11257 -0.73431  -0.96
Si: 2.90476 2.23631 -2.16937  0.30
C: 1.34115 3.20188 -2.46998  -0.66
C: 3.17353 0.93658 -3.47726  -0.80
C: 4.36662 3.37895 -2.00892  -1.08
H: 1.97416 4.93914 1.99975  0.47
H: 0.95573 3.89233 0.99939  0.02
H: 2.36103 4.70741 0.29672  0.21
H: 2.28438 2.69223 3.99606  0.50
H: 3.04049 1.15275 3.59184  0.28
H: 1.38802 1.49552 3.06589  -0.17
H: 4.98165 3.88637 2.65712  0.41
H: 5.24042 3.65509 0.92719  0.31
H: 5.45588 2.30233 2.04756  0.27
H: 2.72046 -2.34410 -0.55501  -0.15
H: 4.38230 -2.84856 -0.88159  0.52
H: 3.55817 -1.77543 -2.01225  0.21
H: 3.95507 -1.85859 2.10776  0.19
H: 4.52323 -0.23240 2.50179  0.22
H: 5.65540 -1.44045 1.90849  0.40
H: 5.74857 0.57169 -1.70961  0.23
H: 6.62784 -0.70346 -0.87427  0.41
H: 6.38292 0.85329 -0.08362  0.29
H: 0.52681 2.56851 -2.82516  0.04
H: 1.53419 3.95742 -3.23669  0.58
H: 1.00434 3.71859 -1.57006  0.12
H: 2.39206 0.17470 -3.47892  0.11
H: 4.14147 0.44329 -3.37831  0.26
H: 3.15343 1.42487 -4.45567  0.45
H: 4.10993 4.25672 -1.41162  0.30
H: 4.64919 3.73431 -3.00381  0.43
H: 5.24269 2.90453 -1.56576  0.32